Entry 1:
The following is a DFT calculation (wB97M-V/def2-TZVPD) of a structure of composition C21H61O10Zr in a non-equilibrium geometry.

Each line ends with the Löwdin charge.
Positions of all 93 atoms, in Å:
C1 2.02123 2.44379 -5.31528  -0.06
O1 -2.18456 0.25379 6.43230  -0.07
C2 -3.80211 2.10659 1.95631  -0.20
H1 -1.84820 0.80742 7.14720  0.09
H2 2.26352 1.95339 -6.25553  0.09
H3 -2.04846 -3.18848 3.88575  0.10
H4 4.99788 -0.50586 2.28090  0.12
H5 0.63682 1.07281 1.56460  0.09
H6 -5.82745 1.37655 2.10837  0.09
H7 -3.64812 -2.40847 -4.33288  0.09
C3 -1.14666 0.09812 5.44514  -0.29
O2 -1.71170 1.35374 -0.83263  -0.33
O3 -1.19036 -2.91184 3.55048  -0.06
H8 -1.80546 -0.48750 -4.16905  0.13
C4 -0.61689 1.45550 5.03324  -0.08
H9 -0.18543 -4.29678 -3.83527  0.12
H10 0.67810 2.02033 -3.65551  0.09
C5 -0.36172 1.27531 1.18563  -0.02
H11 4.27193 1.25295 3.93228  0.09
H12 -3.84101 -0.96382 -5.30342  0.10
C6 -3.81916 -1.33626 -4.27495  -0.03
H13 3.90883 -1.85560 -0.44067  0.10
O4 -4.02123 2.74812 0.60488  -0.25
H14 -1.37490 2.12423 4.61897  0.06
H15 -1.41744 -4.17849 1.95075  0.12
H16 1.13945 4.81578 -1.73507  0.06
H17 -0.42623 1.94211 -5.82575  0.08
H18 2.59687 0.66576 3.83454  0.06
H19 5.11354 -3.67104 0.96629  0.09
C7 0.34944 -3.09301 1.66773  -0.09
O5 5.34560 -2.87761 -1.55862  -0.02
H20 2.49634 4.08866 -0.73512  0.07
C8 4.05815 -0.58553 2.83280  -0.31
H21 -1.61771 -0.46112 4.63452  0.09
H22 1.49642 0.58199 -4.32036  0.11
H23 -0.29781 -0.94625 -0.45870  0.08
H24 -3.20606 1.30038 -4.06026  0.15
H25 -1.72316 -3.60638 -4.29097  0.09
H26 3.34529 -1.11541 2.17625  0.10
H27 -1.28410 -3.02759 -1.91086  0.04
O6 -1.69314 -5.68416 -3.90101  -0.04
C9 1.59184 5.74842 0.19480  -0.34
O7 4.25920 -1.38942 3.97771  -0.02
H28 3.37028 1.40014 2.41786  0.07
C10 3.53868 0.76505 3.29517  -0.07
H29 1.59301 3.42770 -5.50393  0.08
C11 4.12749 -2.86517 -0.82608  -0.31
H30 -1.04027 0.53433 1.61621  0.08
H31 -4.80858 -1.19063 -3.83877  0.09
C12 -1.26311 -4.36423 -3.64124  -0.33
H32 0.15613 2.13300 -0.65364  0.15
C13 -5.12637 1.99459 2.67293  -0.04
C14 4.20921 -3.79827 0.37153  -0.07
C15 1.04725 1.54200 -4.57554  -0.32
C16 -1.06808 -3.15730 2.16435  -0.34
C17 0.22301 -0.07455 -0.86243  -0.02
C18 -0.35719 1.21768 -0.34414  -0.42
H33 5.15325 -1.73615 4.06367  0.11
H34 0.22140 -0.12155 -1.95253  0.08
Zr1 -3.63385 1.61654 -1.27890  2.15
H35 -0.94338 -4.71656 -1.55455  0.08
C19 -1.54684 -4.05718 -2.18374  -0.10
H36 -2.44568 -1.10172 -2.65929  0.10
H37 -0.20275 1.93016 5.92357  0.09
H38 5.17649 -3.22687 -2.43924  0.10
O8 -3.21913 0.79975 -3.22012  -0.26
H39 2.48609 7.21146 1.17416  0.11
H40 0.35349 -3.38112 0.61389  0.07
H41 3.32229 -3.11959 -1.52243  0.11
H42 3.31050 -3.55909 0.95050  0.05
H43 -4.99032 1.53342 3.65210  0.11
H44 1.25605 -0.18074 -0.52699  0.10
H45 -1.78500 -2.49555 1.64439  0.10
H46 -0.71995 2.27341 1.44361  0.08
H47 -2.57049 -4.28108 -1.87703  0.08
H48 2.61145 5.53557 -1.77090  0.09
H49 1.25476 4.99993 0.93937  0.10
H50 1.00336 -3.75871 2.22676  0.09
H51 -2.04012 -5.74107 -4.79609  0.10
C20 -2.71617 -0.56695 -3.57522  -0.19
H52 -5.60902 2.96108 2.83810  0.10
C21 1.98689 4.99435 -1.05787  -0.09
O9 -0.07438 1.15210 -5.39931  -0.11
H53 0.14051 1.33437 4.25347  0.05
H54 -3.41013 1.10227 1.76427  0.11
H55 -0.43615 -0.57336 5.94001  0.13
H56 2.89923 2.54664 -4.67777  0.09
H57 0.70686 6.39266 0.13033  0.11
H58 -3.03527 2.63330 2.52118  0.13
H59 4.22982 -4.86662 0.15295  0.09
O10 2.72036 6.42831 0.66595  -0.03
H60 -4.29226 3.65809 0.82422  0.15
H61 0.76525 -2.07894 1.70770  0.06

Properties
Frontier orbital gap (Eh): 0.056
Charge: +3
Energy (eV): -44487.166
Relative energy (zero: lowest compared OMol25 entry of this formula, charge and spin) (eV): 0.0000
HOMO level (hartree): -0.57813
Maximum force (hartree/bohr): 0.1307

***

Entry 2:
The following is a DFT calculation (wB97M-V/def2-TZVPD) of a structure of composition C21H64BClN7O6P3SbSi in a non-equilibrium geometry.

Each line ends with the Löwdin charge.
Positions of all 105 atoms, in Å:
H1 6.47231 -3.29227 -4.22651  0.07
H2 -2.85654 6.15270 2.50307  0.03
C1 -0.39839 4.54809 3.25038  -0.28
H3 -1.84400 -4.05880 -0.00845  0.08
H4 6.67214 -6.40642 -2.23929  0.08
H5 8.19884 -5.50842 -0.14613  0.08
Cl1 -3.36361 6.14822 4.78100  0.54
H6 -7.06778 6.09464 3.25082  0.07
H7 7.03466 -1.72017 -3.62963  0.08
H8 0.71809 -3.90371 -3.85288  0.06
H9 -3.59808 5.75206 0.08570  0.01
H10 -1.13021 3.61678 1.41986  0.02
N1 6.21317 -4.99541 -0.72156  -0.33
H11 -3.03905 0.28451 4.22523  -0.07
H12 5.77133 -7.04722 -0.84356  0.08
C2 1.11888 -1.23450 -1.86066  -0.13
H13 -6.36194 3.11667 0.93533  0.02
H14 -1.49912 -4.94852 -3.35753  0.05
C3 -1.52032 -0.62681 -5.14914  -0.14
C4 -1.41571 -3.00318 -5.41261  -0.14
C5 -5.77742 3.39503 0.05900  -0.22
H15 4.94446 -6.05018 -2.02343  0.07
H16 -6.11563 7.19985 4.19226  0.06
H17 -0.77879 2.51956 2.74282  0.03
N2 0.43791 -2.02593 -2.90558  -0.31
P1 -1.30050 -1.83393 -2.80135  0.72
H18 -2.29492 1.43846 -0.08936  0.00
H19 -5.44325 5.58807 1.78482  0.07
H20 -1.66472 -3.96830 -4.98321  0.04
Sb1 -3.42597 3.40283 2.96028  1.11
H21 -2.09722 -2.88063 -6.25976  0.08
H22 -6.02524 2.76371 -0.79571  0.02
H23 1.22975 3.14258 5.13476  0.06
C6 8.54100 -2.80932 -1.65546  -0.14
H24 6.89837 -6.13620 0.87542  0.08
H25 -3.02830 3.32464 4.65637  -0.02
H26 8.19171 -2.92601 -4.23746  0.08
H27 6.32611 -1.14233 1.27829  0.08
H28 4.83697 -0.99695 -1.90802  0.07
H29 -4.87861 7.17022 2.27476  0.09
H30 -2.08853 4.90753 -0.28384  0.01
H31 -6.47630 3.59668 6.19929  0.07
B1 -5.66922 2.59616 4.69523  -1.06
H32 7.34508 -2.52206 1.06322  0.05
N3 -1.50731 -3.36023 -1.96187  -0.32
C7 5.89146 -6.18044 -1.49519  -0.14
H33 -6.57431 1.17508 5.63773  0.08
H34 -2.13113 0.39221 2.07169  -0.07
C8 6.34343 -2.14558 0.84938  -0.14
H35 0.97873 -1.67321 -0.86287  0.08
H36 5.46214 -0.06589 -0.55337  0.08
N4 -4.55556 0.13379 2.27621  -0.39
C9 7.21069 -5.27206 0.28262  -0.14
C10 1.09207 -3.30487 -3.02228  -0.14
H37 9.41482 -2.98259 -2.28889  0.09
C11 -6.08915 6.21568 3.72738  -0.16
H38 -0.69358 5.57076 3.00823  0.08
H39 -3.11191 -4.23767 -3.06498  0.09
H40 -3.97636 0.96018 -0.42464  0.01
H41 -1.95870 0.15467 -4.52521  0.07
H42 -3.16682 -3.06024 -0.64535  0.08
H43 -6.00382 5.42900 4.46834  0.03
N5 6.09248 -2.07468 -0.58143  -0.33
H44 -1.65719 -2.31326 -0.12567  0.07
C12 -2.14733 -4.49486 -2.60465  -0.15
O1 -5.44664 3.14362 3.49375  -0.18
H45 1.03034 -3.89986 -2.10447  0.09
C13 -2.07944 -3.18675 -0.62270  -0.14
H46 8.75586 -3.29514 -0.70596  0.06
O2 -6.01053 1.26301 4.86702  0.12
H47 -0.59505 5.19810 5.32452  0.08
H48 -2.31985 -5.28644 -1.87308  0.08
H49 -3.14034 2.03048 -1.50246  0.02
H50 -3.41211 4.85223 -1.44561  0.02
H51 8.44758 -1.73049 -1.48672  0.09
H52 4.15018 -1.23314 -0.29839  0.08
H53 -2.08280 -0.63615 -6.08451  0.08
H54 -0.86161 3.44785 5.08164  0.09
H55 7.32506 -4.46279 0.99683  0.05
C14 -5.02163 6.14086 2.62568  -0.36
H56 -0.39161 -3.05079 -5.81981  0.08
Si1 -3.91795 3.31342 0.44779  0.45
H57 -0.47753 -0.34703 -5.36918  0.08
O3 -5.59508 3.40373 5.87461  0.07
H58 5.60469 -2.75918 1.38239  0.09
H59 0.63340 4.46568 2.88822  0.10
O4 -2.55532 -1.16406 -2.33394  -0.26
H60 -4.29571 -0.42536 1.46942  -0.10
P2 5.82511 -3.52869 -1.52708  0.76
H61 2.18902 -1.15604 -2.05767  0.06
H62 2.15031 -3.13654 -3.23667  0.07
P3 -3.22302 0.79614 2.89622  0.51
H63 -6.06518 4.42038 -0.19543  0.01
C15 7.26986 -2.79344 -3.66881  -0.14
C16 -3.17512 4.86048 -0.37927  -0.22
N6 -1.60201 -1.91503 -4.48664  -0.32
C17 5.08063 -1.04646 -0.84540  -0.15
C18 -3.26796 1.78433 -0.44059  -0.25
C19 -0.29460 4.31994 4.76144  -0.27
O5 1.08602 4.08920 5.15254  -0.11
C20 -1.22556 3.49103 2.50252  -0.39
H64 0.71803 -0.21683 -1.84340  0.08
O6 4.32711 -3.58470 -1.30555  -0.27
C21 -3.63410 5.62503 3.04926  -0.76
N7 7.39345 -3.37813 -2.32247  -0.32

Properties
Frontier orbital gap (Eh): 0.157
Charge: -1
Energy (eV): -101009.930
HOMO level (hartree): -0.12632
Maximum force (hartree/bohr): 0.1358